Record 1
ORCA calculation (ωB97M-V/def2-TZVPD) on a single C19H25N3O3 molecule.

```
50
C19H25N3O3 ωB97M-V/def2-TZVPD
C -0.69674 3.00795 5.94318
C 0.47327 4.47388 3.93742
H -0.10299 -1.28067 -4.63307
H -0.24666 1.79027 2.15136
H -2.34258 -4.41182 -6.21149
C -0.78422 4.35627 5.83598
H 1.55511 -0.29102 2.31231
C -1.33860 -1.34685 -0.53556
C 0.67360 -3.25000 -4.09948
H -2.17345 -0.61780 -0.66182
H 1.00812 -2.06470 1.31013
H -2.44011 -2.33858 -5.00641
C -0.67700 -4.99004 -5.11937
H -1.67035 -2.28325 0.06437
C 1.05076 1.45229 -0.55427
H -1.03881 1.48612 -0.11330
C -0.18576 5.16290 4.91766
H -0.51993 0.62706 -1.67609
H 0.47717 3.10144 1.29620
H 0.35263 1.31614 4.87127
C 0.72182 2.22010 1.84464
C -0.39394 -0.49474 0.26523
H 1.64413 -1.54984 -0.22013
C 1.64529 1.33616 0.89969
C 0.64353 3.08058 3.95638
C -0.54434 -2.28813 -4.23494
H 1.63209 0.78359 -1.20204
C -0.29747 0.80301 -0.55382
H 0.33857 -1.87934 -1.76996
H -0.59017 -0.31092 1.27928
O -0.86650 -6.16061 -5.23871
C 1.88719 -0.17231 1.29148
H -1.13184 2.43289 6.77701
N -1.55669 -2.77916 -5.20858
H 2.65462 1.82586 0.79611
H 1.31892 -5.29012 -4.59448
H 0.84882 5.06852 3.05839
H 2.95177 -0.32990 1.17185
C 0.57805 -4.55161 -4.55631
H -1.42829 4.76956 6.58152
H 1.59231 -2.85890 -3.77725
N -1.76708 -4.17396 -5.40143
O 1.51650 2.47924 3.05763
C 0.09704 2.35013 4.93816
C -1.41294 -2.04644 -2.98706
O -2.57855 -1.85214 -2.89295
N -0.69289 -1.82449 -1.81570
C 1.04618 -1.19858 0.59908
H 1.03776 2.48956 -1.01184
H -0.26733 6.22237 4.91974
```

Summary:
- Total charge: 0
- Energy relative to the best compared isomer or geometry (same formula, charge and spin): 704.7 kJ/mol
- SMILES: O=C1C=C[C@H](C(=O)NC[C@H]2CC[C@H](COc3ccccc3)CC2)NN1
- Gap between HOMO and LUMO: 8.4 eV

***

Record 2
ORCA calculation (ωB97M-V/def2-TZVPD) on a gas-phase ion, C4H10N3O2 (charge +1).

```
19
C4H10N3O2 ωB97M-V/def2-TZVPD
N -0.15616 -1.76162 -0.71476
O -0.54862 0.79281 0.55978
N 0.99516 0.86037 -0.04860
H -3.55248 0.45097 -0.31657
H 1.16504 -0.53224 1.36969
H -2.92011 1.59810 0.72562
H 0.47166 -1.39499 -1.41858
O 1.11723 1.66540 -0.90972
C 3.15282 -0.22572 0.19277
H 3.65425 0.46086 0.77834
H 3.22308 0.08400 -0.92878
C 1.68614 -0.03359 0.54099
H -1.85802 -1.70468 0.41767
H -2.85620 0.23097 1.10469
N -2.78144 0.66703 0.22193
H 3.39639 -1.21497 0.48511
C -1.19789 -1.21908 -0.32803
H -1.51677 0.95128 -1.35129
C -1.47406 0.32511 -0.38025
```

Summary:
- Total charge: +1
- Energy relative to the best compared isomer or geometry (same formula, charge and spin): 614.6 kJ/mol
- SMILES: [H]/N=C\[C@@H]([NH3+])O/[N+]([O-])=C/C
- Gap between HOMO and LUMO: 9.6 eV

***

Record 3
ORCA calculation (ωB97M-V/def2-TZVPD) on a molecular structure, C14H20N2O5S.

```
42
C14H20N2O5S ωB97M-V/def2-TZVPD
C -0.63037 4.11156 -0.43423
C 3.20143 -2.28115 -1.48733
H 2.31488 -0.80340 -3.72176
H -0.31246 -3.10760 -2.60953
H 1.60891 -2.02652 -4.52052
H -1.81003 -3.74444 -0.11641
C -1.20552 0.98428 1.42221
C 1.90393 -2.44463 -2.70208
H 1.75758 3.22483 -2.23666
O -1.50827 -1.24188 3.39588
C 0.41822 2.05908 -0.09944
H 1.63094 -0.94696 0.76456
H 2.63805 3.96489 -0.82206
S -0.92354 -1.57871 2.15083
H -0.36912 -2.95261 0.04758
H -2.02145 0.89107 1.93658
C -1.59544 -1.96328 -1.20502
H -2.47670 -1.95561 -1.60443
C 0.83142 0.04634 0.81856
C 1.44375 1.02726 0.14956
H 1.86882 -3.64537 -2.42877
N -1.85622 -2.33140 1.27801
H -2.71853 -1.98647 1.08591
H -1.09954 -0.81464 -0.73011
H 3.37744 -1.13757 -1.40131
H 2.81279 -2.61755 -0.51384
C -0.68649 1.97200 0.74439
C 1.77691 3.78294 -1.40761
C -0.52391 -2.19143 -2.14859
C -1.28011 -2.81189 -0.27504
H -0.63544 -1.62678 -3.04781
C -0.20071 -0.11020 1.36828
H 2.33205 1.10905 -0.38285
O -0.77930 5.12843 -1.00097
H 3.00152 -2.29107 -4.31341
H 3.98429 -2.79975 -1.99584
N 0.44893 3.37286 -0.55640
O 0.45130 -2.35638 2.32591
C 2.32360 -1.86346 -3.86728
O 0.85643 -1.80276 -1.85763
O -1.71732 3.23550 0.33477
H 1.28264 4.80892 -1.87332
```

Summary:
- Total charge: 0
- Energy relative to the best compared isomer or geometry (same formula, charge and spin): 1550.8 kJ/mol
- Gap between HOMO and LUMO: 9.0 eV

***

Record 4
ORCA calculation (ωB97M-V/def2-TZVPD) on 4 unconnected molecules or ions with the total composition C20H40BrClN3O8S4.

```
77
C20H40BrClN3O8S4 ωB97M-V/def2-TZVPD
H -2.98374 -3.53296 -5.43190
C -3.40989 -0.19643 1.64835
N 2.56112 -0.50643 2.03870
H -3.01644 -1.16513 -4.75081
H -4.23007 -0.60057 2.24565
H 2.96180 -0.67101 -4.38739
S -2.38888 -0.15036 -0.80867
H 0.91588 3.92116 3.59844
O -3.28264 -0.27751 -1.93632
H 3.01356 3.40557 7.07361
Cl 0.21452 -2.41116 -3.86463
H -6.59816 -2.63418 -3.83151
C 3.61392 -0.99375 1.09813
C -2.68935 1.42247 -0.02159
H -2.55950 -0.04129 2.32104
C 4.95057 1.07011 1.35882
H 4.90878 -1.44565 -2.42689
C -3.83921 -2.92395 -5.73303
H -5.68877 -3.95605 -3.04616
H -3.87459 -1.72101 0.15944
H 5.17546 -2.76886 -0.55576
O -4.96605 -5.25604 -5.24906
C 2.04956 3.11049 6.65980
H 3.55932 -2.58445 -2.92520
H 1.89639 0.87714 0.42049
H -3.68416 -2.72128 -2.98063
N 4.87269 -0.33283 0.85275
C 2.26383 0.88867 1.50113
H -3.87888 1.93590 1.72629
S 2.25546 2.54328 4.98168
H -4.75179 1.03087 0.48181
H -2.97725 2.16274 -0.76771
H 2.60963 0.98688 -3.60687
C -3.78879 1.13265 0.99228
H -0.66097 4.62406 5.25787
N 3.28940 -2.11336 0.42018
C 2.73458 -0.69898 -2.07955
C -3.96989 -1.68806 -4.85228
C 2.37614 -0.13195 -3.56109
H 0.64236 4.52869 7.52030
C -4.48729 -2.19198 -3.50407
C 0.69819 3.17609 4.36642
H 2.48471 -2.67573 0.75523
C 4.04182 -2.65867 -0.74301
H 1.79612 -0.99991 -1.49769
S -5.31996 -3.86227 -5.39984
H 5.12709 -0.29766 -0.14322
O -6.35393 -3.42396 -6.30793
H 1.56929 5.15215 6.14873
O -0.96127 -0.34650 -0.93412
C 3.57275 1.75160 1.77477
O 0.15720 0.32262 -5.10375
C -0.01382 3.80087 5.56790
H 5.70208 1.14167 2.21745
H -0.64689 3.05039 6.05217
S 0.55251 -0.35366 -3.81481
O -0.19177 0.33068 -2.67573
H 1.68882 -1.03615 1.82535
O 2.22153 1.09692 4.96755
H -2.23402 -1.85424 0.85384
H -3.77837 -2.69015 -6.79562
H -4.69324 -0.99161 -5.28849
C 1.06439 4.26677 6.54834
C -5.64122 -3.15702 -3.78687
O 3.33098 3.29486 4.37233
H 3.17669 0.21092 -1.51581
H 5.39416 1.70921 0.50338
H 3.63621 2.04494 2.87708
C 3.87108 -1.82748 -2.11214
H -1.76595 1.72847 0.47554
H 1.62655 2.28763 7.24029
Br 3.37894 3.45415 0.73471
C -3.01282 -1.16294 0.53062
H -4.80872 -1.37209 -2.86452
H 3.66531 -3.73137 -0.92690
H 1.40731 1.33876 2.12650
H 0.11956 2.35724 3.93661
```

Summary:
- Total charge: +1
- Gap between HOMO and LUMO: 8.0 eV

***

Record 5
ORCA calculation (ωB97M-V/def2-TZVPD) on a molecular structure, C11H28N2O9Zn.

```
51
C11H28N2O9Zn ωB97M-V/def2-TZVPD
H -1.95532 -0.87697 1.43052
N -1.28029 -0.21280 1.07934
H -1.07440 0.59420 5.51460
O -3.43250 -0.54329 -3.08993
C -1.76602 1.23243 3.17367
H -2.32583 2.16484 3.24653
O 3.51665 -1.33326 1.19443
C 2.21257 0.28972 -2.53080
H 2.94016 2.91588 -1.76701
H -2.31377 0.44229 3.68723
H -3.43906 2.29566 1.00552
O -1.37838 -0.29490 -2.26653
C 2.29377 -1.19455 1.53916
H 3.14497 0.22252 -1.97026
H 2.07232 3.13502 -3.36445
Zn -0.00864 -0.54506 -0.78645
H 1.47972 1.57781 -0.09333
H -0.54191 -0.39583 1.74372
C 0.08692 -3.69319 -0.19366
H 0.21443 2.26119 -0.59010
H 1.97469 -1.71062 -3.96949
O -0.42008 1.48042 3.68275
H 1.04111 -3.71522 -0.72010
H -3.94022 0.69683 1.68789
C 2.02293 -2.01890 -2.92510
O 1.54584 -0.87365 -2.20162
H -1.26707 1.93104 1.18045
C -0.15172 0.83796 4.98795
O 1.93800 -1.19178 2.88888
H 0.38462 -3.78874 0.85054
O 1.41265 -0.98458 0.67113
C 1.33520 1.51121 -2.13673
C -1.81037 1.08875 1.60879
O -2.56154 1.30270 -3.08397
H -3.43435 0.41258 -3.17887
N 0.75954 1.43395 -0.78668
C -2.40119 0.16032 -2.79327
C 1.99610 2.87001 -2.30991
H 0.21847 -0.16155 4.75984
H -3.31896 0.94488 0.00876
C -3.22699 1.22774 1.05739
H 0.55567 1.30186 5.67533
H -0.41821 -4.63121 -0.42399
H -1.53195 -2.74938 -0.80325
H 0.51815 1.49462 -2.85801
O -0.62678 -2.50724 -0.59437
H 2.53422 0.46019 -3.55822
H 2.73316 -1.41594 3.37783
H 1.26694 -2.77473 -2.71226
H 1.44581 3.67442 -1.82185
H 2.98092 -2.34748 -2.52212
```

Summary:
- Total charge: +1
- ⟨S²⟩: 0.76
- Spin multiplicity: 2
- Gap between HOMO and LUMO (alpha / beta): 8.8 / 3.4 eV

***

Record 6
ORCA calculation (ωB97M-V/def2-TZVPD) on a molecular structure, C2H3CuFLiO2.

```
10
C2H3CuFLiO2 ωB97M-V/def2-TZVPD
H 2.24648 -1.12986 -0.81731
C 1.89239 -1.63444 1.89767
O 4.06411 -1.70843 0.84033
Cu 1.47604 -4.70651 2.68824
H 1.15996 -1.08439 1.25769
Li 5.73056 -1.85702 0.05812
H 2.38440 -0.79684 2.45071
O 1.39991 -2.60851 2.68416
F 2.80958 -3.64187 0.71680
C 2.92122 -2.09874 0.88532
```

Summary:
- Total charge: 0
- Energy relative to the best compared isomer or geometry (same formula, charge and spin): 0.0 kJ/mol
- Gap between HOMO and LUMO (alpha / beta): 4.8 / 4.8 eV

***

Record 7
ORCA calculation (ωB97M-V/def2-TZVPD) on 2 unconnected molecules or ions with the total composition C3H10NOS.

```
16
C3H10NOS ωB97M-V/def2-TZVPD
H -1.93121 -0.22513 -0.96004
H 1.24561 1.93801 -0.51946
H -0.58258 0.49896 1.40423
C 1.29023 -0.55461 1.16816
H 1.43020 -0.97175 0.17304
C 0.43628 0.70118 1.07363
H -0.49661 2.02840 -0.31247
H 0.45789 -1.13778 2.90819
H -3.37971 0.25241 -0.91793
H 0.88610 1.48733 1.67684
N 0.63092 -1.57982 2.00506
O -2.80119 -0.42168 -0.53082
H 1.32766 -2.28590 2.21840
S 0.13531 0.21667 -1.77445
H 2.25136 -0.26457 1.59941
C 0.34961 1.32853 -0.34747
```

Summary:
- Total charge: -1
- Energy relative to the best compared isomer or geometry (same formula, charge and spin): 50.5 kJ/mol
- Gap between HOMO and LUMO: 6.7 eV

***

Record 8
ORCA calculation (ωB97M-V/def2-TZVPD) on 13 unconnected molecules or ions with the total composition C42H98N3O13P.

```
157
C42H98N3O13P ωB97M-V/def2-TZVPD
O -0.85055 3.78762 0.42430
C -0.30171 1.66026 -5.42981
H 1.05910 -3.82962 -4.05933
H 5.27063 2.24892 -2.06224
H 0.55771 2.93488 -3.90864
H 5.71558 0.65274 -1.29453
C 0.99595 -2.08767 -1.02516
C -0.92923 -0.53427 -1.21196
H 2.32228 1.40345 2.50083
C 1.22976 -5.32894 1.21787
H 1.82757 -6.09006 1.70719
H 7.63005 1.98573 -2.37953
O -1.34383 1.08991 -4.65027
C 2.95239 -3.31539 -6.66030
H -5.81500 0.60861 -1.23805
H 3.93036 -1.81989 0.45341
H -2.33860 5.87121 3.35304
H 2.34790 4.01730 5.43621
H 0.57300 0.95405 -5.43506
H -3.40600 -3.35816 5.62330
H 4.38030 2.45202 0.07482
H 0.27092 3.70865 -1.30803
H -0.51964 5.62936 3.04475
H -4.51725 -1.74116 0.39801
H -0.68826 2.23317 6.46854
H -1.67520 -4.79217 -2.22658
C -0.13419 3.05971 -0.55086
H 2.34735 -1.59418 2.42278
C -0.43934 0.36929 3.59829
C 4.78549 -0.48227 2.07771
H -3.19322 0.84586 3.28049
H 8.11242 3.81087 -0.19791
H -0.84391 -4.47372 4.46050
C 2.07312 3.23421 4.79525
C 2.78832 0.44366 2.82421
C 7.22178 3.57076 -0.80538
H -3.90667 2.08421 0.55899
H 3.81848 -3.06864 -1.65316
C -4.58953 -0.80101 0.95890
H -1.99652 -3.37381 2.01394
H -3.36918 -5.87362 3.73379
O 0.48969 3.48118 2.60766
H -1.87540 3.85114 -5.40006
H 5.78881 1.78853 0.94786
H -1.18846 6.16756 4.69337
H -4.40337 -1.03165 2.01431
H 2.94688 -4.80988 -5.19646
C -3.55848 -2.19364 -3.32200
H -1.25350 -5.57416 3.04810
H 0.79544 -2.91948 -1.68482
C 5.80198 1.71999 -1.24221
H 2.19091 -1.18364 -6.46565
O -3.32285 -3.11608 3.56057
H -1.80867 -1.25766 -4.04679
H 4.03453 -3.55434 -6.77779
C -2.87629 -5.20459 4.47677
H 7.09495 4.24617 -1.63849
H -5.02731 4.59175 0.03253
C 7.32441 2.10762 -1.33589
H 0.79379 -0.66524 -2.65615
C -1.38252 5.54752 3.80985
O 2.02498 -2.20845 -4.72113
C -3.45065 -3.44623 -2.38364
H 1.60370 -0.54829 1.25280
C 2.21919 -4.33714 -5.86891
C 2.76915 -1.91850 -5.89142
O -1.35063 -3.12319 -3.34882
H -2.96837 2.45781 2.70956
H -2.16806 1.19975 1.95347
H 0.69929 2.53913 -0.07305
H -3.33005 -3.12991 -1.36546
C -4.10833 1.25126 -0.12391
H -2.63934 -5.92567 5.25203
O -3.58316 0.04872 0.35815
H 2.13994 3.45953 3.73730
H -0.06046 0.29331 2.58573
O -3.12535 4.31262 -0.69317
H -3.10525 2.09193 -4.35607
H 1.82767 -5.13203 -6.51672
H 2.41430 0.12921 3.80923
H -2.47650 4.52602 5.97345
C 2.49728 -0.68882 1.83296
H 0.84726 -3.42620 1.51664
N 0.68936 2.86737 5.01762
H -1.93915 2.17962 -2.96862
H -3.58312 -1.25470 -2.70166
C 3.79356 -0.83605 0.96501
C -1.45446 3.48782 -4.50863
H 4.97343 -1.34204 2.75336
N -1.16555 1.67280 3.69758
H -0.30895 3.88271 1.23482
C -2.00743 -3.38938 3.09983
H -2.31915 -2.61777 -5.14693
H -1.22348 0.51350 -1.20838
H -1.13320 -0.40632 3.85322
H -3.48476 4.07401 4.56843
H -2.43806 2.91095 5.51580
H 0.32955 -3.09244 -5.57506
H 0.15832 -5.67211 1.31676
C -1.60069 -4.72753 3.75615
H -3.81526 4.45712 1.31623
H -4.70800 -4.00939 4.69339
O 6.05273 3.63228 0.05444
H -6.20446 1.91218 -0.16525
H -6.18950 0.47826 1.72405
H 3.09249 -1.84598 -3.53318
C 0.63493 -0.67426 -1.52321
H 7.84860 1.49389 -0.58531
H 0.55676 3.37568 7.08663
C -5.64181 1.00446 -0.27438
H -2.24525 4.25303 -0.26318
H -0.47209 -0.52018 0.84386
H -3.91707 5.98948 0.41717
H -0.64082 1.81811 -6.48600
O 3.78479 -1.46371 -2.99608
C 4.45236 -2.55620 -2.39635
H -1.83327 -1.61334 0.45036
H -2.60609 -4.67653 -3.78508
H 2.03892 -2.10501 -0.67321
H -4.48976 -2.22549 -3.94224
C -2.42146 1.53427 2.98365
C -4.00829 4.86328 0.33723
H 0.35634 0.33477 4.32294
H 1.45382 -5.34110 0.15384
O 1.44234 -4.09402 1.88755
C -2.20763 -2.25279 -4.12197
H -0.87287 2.34030 -0.90069
H 3.82613 -0.10511 0.18345
H 2.48193 -3.18859 -7.62318
H -1.43470 -1.21704 -1.86812
N -1.50025 4.16565 4.15217
H -1.54784 4.22303 -3.72899
H 2.74468 2.39432 5.03279
C 5.44252 2.32818 0.06549
H 0.94865 1.75172 6.77083
C -2.53617 3.88924 5.10820
O -0.02443 -2.35938 -0.02075
C -5.91275 -0.04026 0.80109
C -3.66887 -3.91100 4.71827
C 0.34373 2.53764 6.34676
H -3.63719 1.54173 -1.06898
H 4.85212 -3.32654 -3.01979
P -0.35880 3.08428 3.77438
C 1.26801 -3.41047 -5.04085
H -4.29906 -4.12699 -2.42497
O 4.18157 0.59869 2.77399
H 3.66780 -1.42471 -5.48402
C -2.05712 2.19082 -4.06522
C -0.01684 3.04149 -4.81308
C -2.19771 -4.14853 -2.91585
H -6.73303 -0.70395 0.60250
H 0.72055 3.46547 -5.49181
H 5.25492 -2.19314 -1.75779
H -1.25473 -2.65000 3.38397
H 1.30491 0.05759 -0.99833
H 5.73236 -0.11605 1.79633
C -0.91084 -1.21543 0.12291
```

Summary:
- Total charge: 0
- Gap between HOMO and LUMO: 9.2 eV

***

Record 9
ORCA calculation (ωB97M-V/def2-TZVPD) on 2 unconnected molecules or ions with the total composition H7NS2Si3.

```
13
H7NS2Si3 ωB97M-V/def2-TZVPD
Si 0.43818 -0.49820 1.57740
N 0.72239 0.99214 0.69032
H -1.52974 -0.04219 2.57942
H 1.75933 -0.84109 1.98384
S -0.12819 -2.29203 0.49091
H -1.77652 -2.27944 -2.11701
Si -1.27569 -1.36590 -1.10984
H 0.24706 1.76875 1.24128
H 0.00716 2.46176 -1.11192
H 2.27529 1.28272 -1.16543
Si 0.87098 1.26822 -1.03408
S -0.00041 -0.24400 -2.39730
H -2.12384 -0.34292 -0.51518
```

Summary:
- Total charge: 0
- Energy relative to the best compared isomer or geometry (same formula, charge and spin): 162.4 kJ/mol
- Gap between HOMO and LUMO: 8.7 eV